{
  "formula": "C34H31BrN3O6S",
  "method": "wB97M-V/def2-TZVPD",
  "elements": ["C", "C", "C", "C", "C", "S", "O", "O", "N", "C", "C", "C", "C", "C", "Br", "C", "C", "N", "O", "O", "C", "C", "C", "H", "H", "H", "H", "H", "H", "H", "H", "H", "H", "H", "C", "C", "C", "C", "O", "C", "C", "N", "C", "C", "C", "C", "C", "C", "C", "C", "C", "C", "C", "C", "C", "O", "H", "H", "H", "H", "H", "H", "H", "H", "H", "H", "H", "H", "H", "H", "H", "H", "H", "H", "H", "H"],
  "coordinates": [[-0.001, -7.143, 0.287], [0.884, -5.932, 0.304], [2.200, -6.047, 0.752], [3.078, -4.963, 0.647], [2.598, -3.731, 0.182], [3.726, -2.315, -0.066], [5.081, -2.777, 0.086], [3.306, -1.537, -1.206], [3.532, -0.958, 1.262], [2.991, -1.287, 2.496], [3.008, -2.525, 3.155], [1.967, -2.770, 4.055], [1.112, -1.708, 4.436], [1.289, -0.399, 3.954], [0.364, 1.058, 4.733], [2.176, -0.201, 2.900], [2.314, 0.816, 1.866], [1.339, 1.840, 1.622], [1.733, 3.023, 1.460], [0.136, 1.493, 1.540], [3.219, 0.345, 0.922], [1.277, -3.609, -0.262], [0.414, -4.701, -0.164], [-0.976, -6.868, -0.126], [0.439, -7.940, -0.329], [-0.144, -7.553, 1.295], [2.516, -7.023, 1.132], [4.138, -5.102, 0.861], [3.801, -3.233, 2.908], [1.781, -3.770, 4.459], [0.302, -1.919, 5.130], [3.553, 0.825, 0.010], [0.948, -2.696, -0.756], [-0.625, -4.624, -0.499], [8.266, 6.893, -0.285], [7.406, 6.174, 0.752], [8.235, 5.000, 1.277], [6.962, 7.053, 1.933], [6.099, 5.720, 0.184], [6.001, 4.851, -0.853], [4.576, 4.454, -1.116], [4.204, 4.674, -2.327], [3.060, 4.619, -2.976], [3.062, 5.007, -4.396], [1.948, 4.867, -5.260], [2.009, 5.376, -6.558], [3.141, 6.084, -6.980], [4.278, 6.167, -6.166], [4.236, 5.610, -4.889], [1.831, 4.235, -2.239], [1.319, 2.938, -2.382], [0.184, 2.554, -1.661], [-0.396, 3.449, -0.766], [0.116, 4.738, -0.613], [1.232, 5.146, -1.349], [6.933, 4.451, -1.532], [7.967, 7.935, -0.482], [9.315, 6.914, 0.051], [8.259, 6.323, -1.225], [7.662, 4.406, 2.003], [8.525, 4.348, 0.438], [9.144, 5.361, 1.802], [6.161, 6.519, 2.470], [7.783, 7.239, 2.645], [6.566, 8.026, 1.599], [3.924, 4.237, -0.257], [1.043, 4.361, -4.920], [1.172, 5.238, -7.248], [3.140, 6.560, -7.958], [5.186, 6.659, -6.512], [5.106, 5.656, -4.235], [1.863, 2.248, -3.037], [-0.235, 1.555, -1.779], [-1.264, 3.138, -0.193], [-0.372, 5.404, 0.097], [1.653, 6.155, -1.266]],
  "charge": -1,
  "relative_energy_kcal_mol": 2.7
}


{
  "formula": "C34H31N10OsP2STe",
  "method": "wB97M-V/def2-TZVPD",
  "elements": ["Os", "N", "C", "N", "N", "N", "N", "C", "N", "N", "N", "N", "H", "Te", "C", "C", "C", "N", "C", "C", "C", "P", "C", "C", "C", "C", "C", "C", "C", "C", "C", "C", "C", "C", "P", "C", "C", "C", "C", "C", "C", "C", "C", "C", "C", "C", "C", "H", "H", "H", "H", "H", "H", "H", "H", "H", "H", "H", "H", "H", "H", "H", "H", "H", "H", "H", "H", "H", "H", "H", "H", "C", "S", "C", "H", "H", "H", "H", "H", "H"],
  "coordinates": [[1.337, 1.101, 0.072], [2.228, 3.860, -1.783], [3.017, 2.680, -1.920], [4.077, 2.656, -2.677], [4.639, 1.379, -2.494], [3.825, 0.727, -1.692], [2.874, 1.525, -1.199], [1.271, 4.089, -0.807], [0.581, 5.293, -0.720], [-0.331, 5.037, 0.214], [-0.334, 3.801, 0.582], [0.638, 3.178, -0.050], [2.606, 4.687, -2.251], [-2.294, -2.319, 0.820], [-3.045, -2.382, -1.132], [-3.086, -3.650, -1.793], [-3.399, -3.726, -3.160], [-3.979, -2.719, -3.793], [-4.104, -1.561, -3.128], [-3.569, -1.339, -1.836], [-0.772, -1.066, 0.557], [-0.984, 0.706, 0.757], [-2.033, 1.411, -0.479], [-1.526, 1.476, -1.785], [-2.138, 2.298, -2.752], [-3.275, 2.993, -2.409], [-3.698, 3.034, -1.093], [-3.161, 2.198, -0.161], [-1.568, 1.238, 2.434], [-1.522, 0.371, 3.519], [-2.218, 0.739, 4.732], [-2.961, 1.911, 4.908], [-2.742, 2.797, 3.876], [-2.167, 2.533, 2.669], [0.935, -1.190, -0.126], [0.862, -2.340, -1.471], [0.373, -3.640, -1.204], [0.365, -4.553, -2.260], [0.790, -4.195, -3.543], [1.156, -2.896, -3.782], [1.246, -1.985, -2.743], [2.147, -2.093, 0.861], [3.407, -2.162, 0.245], [4.398, -2.981, 0.790], [4.141, -3.625, 2.004], [2.900, -3.522, 2.586], [1.841, -2.897, 1.946], [-2.648, -4.484, -1.243], [-3.281, -4.659, -3.733], [-4.597, -0.730, -3.636], [-3.708, -0.332, -1.334], [-0.656, 0.807, -2.053], [-1.713, 2.460, -3.735], [-3.818, 3.549, -3.163], [-4.518, 3.665, -0.730], [-3.571, 2.191, 0.838], [-0.878, -0.518, 3.538], [-2.103, 0.093, 5.572], [-3.652, 2.166, 5.703], [-3.191, 3.820, 3.922], [-2.008, 3.242, 1.857], [0.077, -3.931, -0.186], [-0.071, -5.558, -2.215], [0.873, -4.967, -4.347], [1.622, -2.633, -4.739], [1.602, -0.987, -2.958], [3.505, -1.671, -0.714], [5.293, -3.143, 0.209], [4.938, -4.086, 2.544], [2.738, -3.992, 3.557], [0.890, -2.830, 2.390], [1.974, 0.480, 3.297], [2.761, 1.236, 1.889], [2.969, 2.982, 2.356], [2.585, 0.549, 4.179], [1.786, -0.596, 3.055], [1.031, 0.998, 3.503], [2.309, 3.558, 1.644], [3.971, 3.193, 2.008], [2.741, 3.248, 3.392]],
  "s_squared": 6.024,
  "charge": 1,
  "spin_multiplicity": 5
}


{
  "formula": "C34H32B3F5IO7P",
  "method": "wB97M-V/def2-TZVPD",
  "elements": ["C", "C", "O", "O", "C", "O", "C", "B", "O", "B", "O", "B", "P", "O", "I", "O", "H", "H", "H", "H", "H", "H", "H", "F", "C", "C", "C", "C", "C", "C", "H", "H", "H", "H", "H", "F", "C", "C", "C", "C", "C", "C", "H", "H", "H", "H", "H", "F", "C", "C", "C", "C", "C", "C", "H", "H", "H", "H", "H", "F", "C", "C", "C", "C", "C", "C", "H", "H", "H", "H", "H", "F", "C", "C", "C", "C", "C", "C", "H", "H", "H", "H", "H"],
  "coordinates": [[-6.304, 2.461, -2.846], [-6.343, 1.012, -2.411], [-7.080, 0.283, -2.918], [-5.524, 0.582, -1.360], [-4.313, 0.157, -1.776], [-4.134, -0.294, -2.839], [-3.145, 0.325, -0.826], [-2.535, 1.765, -1.032], [-1.185, 2.061, -1.038], [-0.903, 3.425, -1.057], [-1.724, 4.362, -0.445], [-2.947, 3.772, -0.206], [-3.985, 4.015, 1.385], [-3.968, 5.651, 1.704], [-6.293, 3.318, 0.894], [-3.404, 2.859, -1.172], [-6.312, 2.511, -3.928], [-7.258, 2.876, -2.525], [-5.468, 2.997, -2.414], [-3.545, 0.287, 0.198], [-2.434, -0.488, -0.920], [0.098, 3.769, -1.587], [-3.761, 6.085, 0.867], [2.482, 1.904, -0.902], [2.367, 1.188, 0.234], [1.109, 0.953, 0.755], [0.994, 0.212, 1.923], [2.131, -0.274, 2.556], [3.387, -0.024, 2.018], [3.507, 0.708, 0.846], [0.235, 1.349, 0.248], [0.015, 0.014, 2.341], [2.038, -0.848, 3.469], [4.271, -0.396, 2.509], [4.477, 0.907, 0.408], [6.408, 0.076, 2.741], [7.207, -0.581, 3.609], [8.568, -0.368, 3.556], [9.390, -1.038, 4.450], [8.841, -1.916, 5.376], [7.469, -2.121, 5.411], [6.642, -1.446, 4.525], [8.976, 0.314, 2.822], [10.459, -0.875, 4.424], [9.485, -2.440, 6.070], [7.041, -2.808, 6.129], [5.568, -1.586, 4.543], [9.847, -0.312, 0.551], [9.047, 0.218, -0.397], [9.580, 1.112, -1.304], [8.757, 1.651, -2.281], [7.415, 1.299, -2.333], [6.896, 0.401, -1.410], [7.717, -0.149, -0.436], [10.627, 1.379, -1.242], [9.162, 2.347, -3.003], [6.774, 1.724, -3.094], [5.849, 0.129, -1.448], [7.333, -0.856, 0.288], [-5.957, 0.123, 2.173], [-7.095, -0.301, 2.758], [-7.267, -1.651, 2.991], [-8.435, -2.088, 3.598], [-9.418, -1.175, 3.955], [-9.231, 0.179, 3.709], [-8.060, 0.623, 3.111], [-6.492, -2.348, 2.698], [-8.579, -3.142, 3.792], [-10.330, -1.519, 4.424], [-9.998, 0.891, 3.983], [-7.895, 1.676, 2.921], [-2.779, -3.435, -8.318], [-2.675, -3.589, -6.983], [-3.137, -2.588, -6.152], [-3.034, -2.749, -4.778], [-2.461, -3.903, -4.256], [-1.997, -4.897, -5.107], [-2.108, -4.743, -6.482], [-3.573, -1.694, -6.579], [-3.398, -1.976, -4.115], [-2.377, -4.026, -3.184], [-1.548, -5.793, -4.701], [-1.760, -5.510, -7.162]]
}


Number 1: E_tot -133389.62325 eV. Number 2: E_tot -89822.24448 eV. Number 3: E_tot -83122.77682 eV.